Record 1
A cluster of 2 separate species, C7H18 in total, computed with ωB97M-V/def2-TZVPD.

HOMO energy (eV): -10.9
Relative energy (zero: lowest compared OMol25 entry of this formula, charge and spin) (kcal per mole): 20.0
LUMO (eV): 1.0583
Gap between HOMO and LUMO (eV): 12.00
Energy (eV): -7550.2488

Last column: natural (NBO) charge in e.
CARTESIAN COORDINATES (ANGSTROEM)
C (-1.116, -2.127, 0.436)  -0.61
C (0.144, -1.684, -0.371)  -0.22
C (1.061, -2.888, -0.714)  -0.60
C (-0.252, -0.917, -1.616)  -0.62
H (-1.322, -1.580, 1.357)  0.21
H (-1.049, -3.174, 0.710)  0.21
H (-1.942, -1.922, -0.248)  0.20
H (0.735, -1.061, 0.304)  0.19
H (0.665, -3.316, -1.630)  0.20
H (2.117, -2.662, -0.837)  0.21
H (0.992, -3.661, 0.055)  0.20
H (0.522, -0.425, -2.199)  0.22
H (-0.964, -1.520, -2.195)  0.20
H (-0.929, -0.119, -1.302)  0.20
C (1.372, 2.014, 0.917)  -0.62
C (0.197, 3.013, 1.010)  -0.40
C (-1.114, 2.495, 0.384)  -0.61
H (2.248, 2.613, 1.160)  0.22
H (1.192, 1.478, -0.009)  0.21
H (1.373, 1.277, 1.726)  0.20
H (-0.012, 3.370, 2.015)  0.20
H (0.418, 3.936, 0.462)  0.19
H (-0.857, 1.658, -0.260)  0.19
H (-1.799, 2.033, 1.102)  0.20
H (-1.681, 3.170, -0.255)  0.21

---

Record 2
A structure of composition C7H18AuNOP, computed with ωB97M-V/def2-TZVPD.

HOMO energy (eV): -2.2
LUMO (eV): 3.3174
Total charge: -1
Gap between HOMO and LUMO (eV): 5.48
Energy (eV): -24068.7100

Last column: natural (NBO) charge in e.
CARTESIAN COORDINATES (ANGSTROEM)
Au (-0.599, -1.105, -0.464)  0.58
C (-0.710, 2.276, -0.375)  -0.62
C (-1.967, 1.482, -0.778)  0.07
C (-2.058, 1.493, -2.317)  -0.63
C (-3.193, 2.229, -0.226)  -0.61
N (-1.992, 0.149, -0.223)  -1.09
H (-0.740, 3.308, -0.753)  0.17
H (0.177, 1.778, -0.772)  0.20
H (-0.627, 2.299, 0.714)  0.20
H (-2.180, 2.506, -2.726)  0.17
H (-2.906, 0.880, -2.628)  0.20
H (-1.151, 1.047, -2.734)  0.20
H (-3.290, 3.234, -0.652)  0.17
H (-3.113, 2.307, 0.861)  0.20
H (-4.096, 1.657, -0.455)  0.20
C (2.083, -3.319, 1.477)  -1.00
P (1.430, -1.897, 0.492)  1.64
C (2.914, -1.173, -0.268)  -0.99
C (1.303, -0.772, 1.960)  -0.99
O (0.732, -2.782, -0.603)  -1.09
H (2.850, -3.032, 2.200)  0.20
H (2.464, -4.079, 0.795)  0.23
H (1.241, -3.758, 2.016)  0.23
H (3.703, -1.067, 0.479)  0.21
H (2.672, -0.191, -0.676)  0.24
H (3.248, -1.817, -1.080)  0.24
H (2.220, -0.845, 2.557)  0.19
H (0.441, -1.056, 2.565)  0.24
H (1.141, 0.248, 1.613)  0.24

---

Record 3
A structure of composition C7H18BeOSSi, computed with ωB97M-V/def2-TZVPD.

HOMO energy (eV): -14.5
LUMO (eV): -12.6665
Total charge: +2
Gap between HOMO and LUMO (eV): 1.80
Energy (eV): -28688.5192

Last column: natural (NBO) charge in e.
CARTESIAN COORDINATES (ANGSTROEM)
C (-1.176, 4.751, 0.800)  -0.63
C (-0.126, 3.611, 0.519)  -0.42
C (-0.293, 2.409, 1.568)  -0.08
O (-0.202, 1.192, 0.806)  -0.57
C (0.569, 0.177, 1.450)  -0.45
Si (-0.452, -1.467, 1.268)  1.05
C (0.545, -2.779, 0.254)  -0.82
C (0.139, -2.801, -1.284)  -0.53
C (1.372, -3.158, -2.210)  -0.57
S (0.977, -2.869, -3.974)  0.31
H (-0.781, 5.716, 0.381)  0.23
H (-2.172, 4.560, 0.328)  0.21
H (-1.361, 4.914, 1.892)  0.22
H (0.904, 4.042, 0.533)  0.21
H (-0.264, 3.177, -0.510)  0.20
H (-1.335, 2.480, 1.990)  0.19
H (0.502, 2.533, 2.338)  0.19
H (1.581, 0.050, 0.961)  0.19
H (0.754, 0.373, 2.541)  0.24
H (-0.758, -1.937, 2.632)  -0.11
H (-1.757, -1.213, 0.612)  -0.16
H (1.650, -2.640, 0.328)  0.29
H (0.258, -3.780, 0.683)  0.28
H (-0.620, -3.656, -1.402)  0.16
H (-0.331, -1.799, -1.539)  0.23
H (2.236, -2.501, -1.924)  0.30
H (1.708, -4.220, -2.087)  0.30
H (-0.263, -2.197, -4.031)  -0.05
Be (-1.303, -2.966, -2.922)  1.57

---

Record 4
A structure of composition C7H18BrF3O7SV, computed with ωB97M-V/def2-TZVPD.

HOMO energy (spin up / spin down) (eV): -9.3 / -9.4
LUMO (spin up / spin down) (eV): -0.5817 / -0.1301
Gap between HOMO and LUMO (spin up / spin down) (eV): 8.74 / 9.25
2S+1: 2
Energy (eV): -136603.2791

Last column: Mulliken spin population.
CARTESIAN COORDINATES (ANGSTROEM)
O (-0.633, -2.423, 1.154)  -0.25
V (-0.306, -1.404, -0.019)  1.25
Br (-0.708, -3.174, -2.016)  -0.01
C (0.759, 2.682, 1.989)  0.00
F (1.246, 3.287, 3.045)  0.00
F (-0.140, 3.411, 1.370)  0.00
F (1.769, 2.493, 1.141)  0.00
S (0.043, 1.004, 2.535)  0.00
O (-1.308, 1.306, 2.966)  0.00
O (0.077, 0.240, 1.262)  0.00
O (0.921, 0.469, 3.553)  0.00
C (1.386, 2.026, -2.115)  0.00
C (0.017, 1.411, -1.776)  0.00
O (0.154, -0.032, -1.784)  0.00
H (1.301, 3.107, -1.978)  0.00
H (1.692, 1.805, -3.135)  0.00
H (2.119, 1.670, -1.393)  0.00
H (-0.725, 1.723, -2.515)  0.00
H (-0.321, 1.712, -0.787)  0.00
H (0.136, -0.291, -2.713)  0.00
C (3.452, -0.700, 1.329)  0.00
C (2.518, -1.868, 1.145)  0.00
O (1.843, -1.769, -0.136)  0.00
H (4.379, -0.825, 0.771)  0.00
H (3.690, -0.624, 2.395)  0.00
H (2.896, 0.226, 1.191)  0.00
H (1.778, -1.806, 1.942)  0.00
H (2.934, -2.871, 1.255)  0.00
H (2.438, -1.827, -0.887)  0.00
C (-4.233, -1.221, -1.546)  0.00
C (-3.487, -1.245, -0.176)  0.00
O (-2.253, -0.521, -0.370)  0.00
H (-3.620, -0.967, -2.408)  0.00
H (-4.910, -0.356, -1.488)  0.00
H (-4.908, -2.045, -1.772)  0.00
H (-3.363, -2.278, 0.126)  0.00
H (-4.138, -0.692, 0.497)  0.00
H (-2.495, 0.366, -0.650)  0.00

---

Record 5
A structure of composition C7H18ClI2OP2Ru, computed with ωB97M-V/def2-TZVPD.

HOMO energy (spin up / spin down) (eV): -20.6 / -21.0
Relative energy (zero: lowest compared OMol25 entry of this formula, charge and spin) (kcal per mole): 0.0
LUMO (spin up / spin down) (eV): -13.3610 / -15.2590
Total charge: +3
Gap between HOMO and LUMO (spin up / spin down) (eV): 7.19 / 5.73
2S+1: 5
Energy (eV): -59450.8803

Last column: Mulliken spin population.
CARTESIAN COORDINATES (ANGSTROEM)
I (0.169, 0.375, 2.795)  0.98
I (1.278, 0.641, -2.451)  0.98
Ru (-0.034, -0.025, -0.016)  1.02
P (1.237, -1.968, 0.159)  0.23
C (2.984, -1.739, 0.554)  0.02
C (0.542, -3.069, 1.433)  0.03
H (1.010, -4.055, 1.294)  0.01
H (1.556, -3.926, -1.168)  0.01
H (-0.543, -3.131, 1.284)  -0.01
H (0.116, -2.982, -1.713)  -0.01
H (3.079, -1.230, 1.527)  0.00
H (0.779, -2.658, 2.428)  0.01
C (1.163, -2.922, -1.390)  0.03
H (3.453, -2.731, 0.606)  0.01
H (1.781, -2.418, -2.150)  0.01
H (3.464, -1.139, -0.234)  0.00
P (-1.374, 1.872, -0.194)  0.23
C (-0.546, 3.454, 0.080)  0.02
C (-2.149, 1.955, -1.839)  0.03
H (-3.203, 0.783, 0.925)  -0.01
H (-3.489, 2.551, 0.680)  0.01
H (-2.379, 1.987, 1.999)  0.01
C (-2.759, 1.785, 0.985)  0.03
H (-2.571, 0.970, -2.076)  -0.01
H (-2.945, 2.713, -1.781)  0.01
H (-1.293, 4.251, -0.035)  0.01
H (0.256, 3.583, -0.664)  0.00
H (-1.386, 2.243, -2.580)  0.01
H (-0.125, 3.480, 1.098)  0.00
Cl (-1.957, -1.376, -0.498)  0.42
O (2.411, 1.693, 0.589)  -0.04
C (1.474, 1.034, 0.357)  -0.03

---

Record 6
A structure of composition C7H18FO5SZn, computed with ωB97M-V/def2-TZVPD.

HOMO energy (eV): -4.1
LUMO (eV): 2.0396
Total charge: -1
Gap between HOMO and LUMO (eV): 6.13
Energy (eV): -79758.5944

Last column: natural (NBO) charge in e.
CARTESIAN COORDINATES (ANGSTROEM)
Zn (-17.274, -3.227, -3.326)  1.72
C (-15.712, -0.362, -5.496)  -0.63
C (-15.713, -0.694, -3.956)  -0.04
O (-15.707, -2.105, -3.726)  -1.04
H (-15.445, 0.694, -5.535)  0.17
H (-16.607, -0.577, -6.080)  0.20
H (-14.894, -0.931, -5.938)  0.20
H (-16.555, -0.138, -3.543)  0.10
H (-14.957, -0.167, -3.373)  0.12
C (-19.920, -1.849, -5.246)  -0.63
C (-19.384, -3.223, -5.527)  -0.03
O (-18.215, -3.719, -5.070)  -0.99
H (-20.307, -1.670, -4.243)  0.16
H (-20.819, -1.678, -5.838)  0.19
H (-19.179, -1.078, -5.457)  0.19
H (-19.253, -3.149, -6.607)  0.11
H (-20.209, -3.911, -5.341)  0.10
F (-16.344, -4.648, -2.255)  -0.92
O (-21.044, -2.152, -1.709)  -0.89
S (-19.672, -1.585, -1.520)  2.31
O (-18.477, -2.297, -2.026)  -0.95
O (-19.655, -0.006, -2.061)  -0.69
C (-20.777, 0.823, -1.837)  -0.08
C (-20.328, 2.194, -1.243)  -0.63
C (-19.389, -1.261, 0.245)  -0.86
H (-21.535, 0.356, -1.208)  0.19
H (-21.326, 0.933, -2.772)  0.19
H (-21.185, 2.844, -1.422)  0.22
H (-19.340, 2.386, -1.662)  0.24
H (-20.187, 2.062, -0.171)  0.20
H (-18.377, -1.629, 0.413)  0.27
H (-20.140, -1.752, 0.863)  0.25
H (-19.518, -0.203, 0.473)  0.24

---

Record 7
A structure of composition C7H18I2NO4P2Tb, computed with ωB97M-V/def2-TZVPD.

HOMO energy (spin up / spin down) (eV): -13.8 / -13.8
LUMO (spin up / spin down) (eV): -9.0635 / -8.9285
Total charge: +2
Gap between HOMO and LUMO (spin up / spin down) (eV): 4.72 / 4.86
2S+1: 7
Energy (eV): -74421.9308

Last column: Mulliken spin population.
CARTESIAN COORDINATES (ANGSTROEM)
I (0.001, -1.333, -6.418)  0.00
I (0.001, 1.359, -6.519)  0.00
Tb (0.000, 0.017, 0.176)  6.21
P (-2.501, 0.011, 0.077)  -0.06
C (-3.274, -0.055, -1.473)  0.00
C (-3.001, -1.379, 1.062)  0.00
H (-4.084, -1.288, 1.175)  0.00
H (-4.080, 1.404, 1.060)  0.00
H (-2.515, -1.381, 2.054)  0.00
H (-2.510, 1.569, 1.925)  0.00
H (-3.001, -0.969, -2.023)  0.00
H (-2.757, -2.328, 0.560)  0.00
C (-2.997, 1.482, 0.939)  0.00
H (-4.346, -0.046, -1.275)  0.00
H (-2.752, 2.384, 0.354)  0.00
H (-2.999, 0.808, -2.099)  0.00
P (2.500, -0.004, 0.084)  -0.06
C (3.278, -0.071, -1.464)  0.00
C (3.003, 1.463, 0.950)  0.00
H (2.502, -1.398, 2.059)  0.00
H (4.073, -1.315, 1.184)  0.00
H (2.741, -2.346, 0.564)  0.00
C (2.990, -1.398, 1.069)  0.00
H (2.511, 1.552, 1.935)  0.00
H (4.084, 1.377, 1.078)  0.00
H (4.349, -0.066, -1.261)  0.00
H (3.008, 0.793, -2.090)  0.00
H (2.767, 2.367, 0.366)  0.00
H (3.003, -0.984, -2.014)  0.00
C (0.002, -0.087, -2.012)  -0.07
O (0.004, -0.139, -3.236)  0.01
O (0.000, 1.147, 3.912)  0.00
N (0.000, 0.001, 3.368)  0.02
O (0.000, -1.148, 3.912)  0.00
O (0.000, -0.001, 2.020)  -0.05

---

Record 8
A cluster of 2 separate species, C7H18N in total, computed with ωB97M-V/def2-TZVPD.

HOMO energy (eV): -14.7
Relative energy (zero: lowest compared OMol25 entry of this formula, charge and spin) (kcal per mole): 32.8
LUMO (eV): -3.1646
Total charge: +1
Gap between HOMO and LUMO (eV): 11.54
Energy (eV): -9033.3454

Last column: natural (NBO) charge in e.
CARTESIAN COORDINATES (ANGSTROEM)
C (-3.515, -2.227, -0.487)  -0.64
C (-2.360, -1.759, 0.386)  -0.09
C (-1.176, -1.458, -0.114)  -0.12
N (-0.134, -0.873, 0.731)  -0.72
H (-3.110, -2.412, -1.497)  0.23
H (-4.005, -3.112, -0.058)  0.25
H (-4.190, -1.363, -0.577)  0.25
H (-2.527, -1.398, 1.406)  0.21
H (-0.837, -1.780, -1.094)  0.23
H (-0.506, -0.263, 1.471)  0.44
H (0.443, -1.550, 1.232)  0.44
H (0.481, -0.269, 0.167)  0.49
C (0.220, 2.126, -1.391)  -0.62
C (1.445, 1.262, -0.996)  -0.42
C (1.763, 1.500, 0.563)  -0.41
C (2.712, 0.429, 1.213)  -0.62
H (-0.645, 2.011, -0.689)  0.20
H (-0.038, 1.937, -2.442)  0.23
H (0.498, 3.197, -1.328)  0.24
H (2.356, 1.616, -1.482)  0.25
H (1.395, 0.171, -1.196)  0.17
H (0.812, 1.396, 1.107)  0.15
H (2.078, 2.487, 0.843)  0.24
H (2.198, -0.509, 1.443)  0.15
H (3.085, 0.680, 2.228)  0.24
H (3.561, 0.163, 0.563)  0.23